The following is a DFT calculation (ωB97M-V with the def2-TZVPD basis set) of C4H6N4 in the gas phase at a distorted geometry.

## Properties
2S+1: 1
DFT total energy, eV: -10199.652
Kohn-Sham gap (spin up / spin down), eV: 7.16 / 6.94
Strongest force on any atom, eV Å⁻¹: 1.45

Element x y z (Å)
C -1.23 -0.98 0.70
C -1.42 0.06 -0.09
C 1.97 -0.35 1.16
C -1.41 1.14 -0.82
N -0.22 -1.49 1.47
N -1.18 1.16 -2.21
N 1.08 -1.26 1.46
N 2.80 0.00 0.32
H -2.09 -1.63 0.88
H -1.75 2.09 -0.43
H -0.68 0.34 -2.52
H 1.50 -1.92 2.13
H -0.73 2.01 -2.53
H 3.36 0.83 0.49